No. 1
117
Properties=species:S:1:pos:R:3:forces:R:3 method="wB97M-V/def2-TZVPD" orbital_gap_ev=3.7 charge=-1 relative_energy_kj_mol=76.4 multiplicity=1 fmax_ev_per_a=0.6 lumo_energy_ev=1.600
Rb 0.113 0.340 -0.336 0.34 -0.41 0.02
N 2.607 -2.611 -3.438 0.07 -0.03 0.00
C 1.689 -2.316 -4.423 -0.05 0.02 -0.01
C 1.736 -2.391 -5.811 0.01 0.00 -0.01
C 0.593 -2.005 -6.487 0.02 -0.01 -0.02
C -0.554 -1.568 -5.807 -0.04 0.01 0.04
C -0.588 -1.483 -4.429 -0.02 -0.01 0.02
C 0.562 -1.850 -3.735 0.01 0.03 0.03
N 0.812 -1.830 -2.370 -0.07 -0.06 -0.05
C 2.018 -2.298 -2.238 -0.06 0.01 -0.12
C 2.676 -2.589 -0.967 0.07 -0.02 0.03
C 3.711 -3.464 -0.820 -0.03 0.03 0.03
S 4.115 -3.604 0.831 0.18 -0.06 -0.06
C 2.883 -2.485 1.209 -0.25 0.20 0.01
N 2.217 -2.026 0.197 0.11 -0.08 0.03
H 3.557 -2.902 -3.576 0.00 0.02 0.03
H 2.616 -2.739 -6.338 -0.01 0.00 0.00
H 0.578 -2.051 -7.569 0.01 0.00 0.00
H -1.430 -1.294 -6.380 -0.01 0.00 0.01
H -1.468 -1.161 -3.884 0.01 0.00 -0.04
H 4.184 -4.062 -1.581 0.02 -0.03 0.06
H 2.655 -2.180 2.224 0.09 -0.09 -0.01
O -0.760 6.297 -1.914 -0.08 0.10 0.12
C -1.254 6.200 -0.666 0.09 0.01 -0.20
C -1.842 7.339 -0.108 0.01 -0.01 -0.01
C -2.370 7.305 1.169 0.01 -0.01 -0.02
C -2.323 6.133 1.917 0.00 -0.01 0.00
C -1.738 5.006 1.364 0.03 -0.01 -0.01
C -1.195 5.012 0.082 -0.04 -0.02 -0.05
C -0.573 3.737 -0.426 0.03 0.01 0.14
O -0.510 2.750 0.327 -0.18 0.54 0.24
N -0.122 3.819 -1.684 0.19 -0.19 -0.01
N 0.518 2.661 -2.107 -0.28 0.49 -0.23
C 0.894 2.715 -3.312 0.14 -0.28 0.11
S 1.729 1.332 -4.038 0.02 0.03 -0.05
C 2.362 2.271 -5.445 -0.01 0.01 -0.05
C 1.280 3.255 -5.859 0.04 -0.01 -0.04
S 0.680 4.111 -4.379 0.00 0.05 -0.03
H -0.402 5.385 -2.143 -0.06 -0.01 0.11
H -1.872 8.240 -0.709 0.00 0.00 0.01
H -2.825 8.198 1.582 0.00 0.00 0.00
H -2.741 6.099 2.916 0.00 0.00 -0.01
H -1.680 4.072 1.907 -0.01 0.01 0.01
H 2.579 1.561 -6.244 0.00 0.00 0.01
H 3.278 2.799 -5.175 -0.01 -0.01 0.03
H 0.455 2.733 -6.344 -0.01 -0.01 0.03
H 1.672 4.007 -6.545 0.00 0.01 0.01
O -2.213 0.612 -1.799 -0.22 -0.02 -0.15
C -2.708 -0.466 -1.883 0.03 -0.06 0.14
C -3.287 -1.645 -1.938 -0.07 0.04 -0.11
C -4.424 -1.810 -2.869 -0.08 0.03 -0.11
C -5.037 -2.997 -3.028 0.07 -0.03 0.07
C -4.638 -4.173 -2.297 -0.07 0.06 -0.08
C -3.606 -4.040 -1.408 0.16 0.09 0.14
C -2.875 -2.857 -1.175 -0.32 -0.36 -0.09
P -1.627 -2.763 0.056 0.09 0.35 0.14
C -2.432 -3.263 1.647 -0.06 -0.07 -0.03
C -2.623 -4.572 2.090 0.06 -0.02 0.01
C -3.302 -4.840 3.274 0.02 0.02 -0.03
C -3.817 -3.799 4.035 0.01 0.00 0.01
C -3.649 -2.490 3.601 0.03 0.01 -0.02
C -2.959 -2.229 2.425 0.03 -0.02 0.04
C -0.507 -4.183 -0.247 0.06 -0.10 -0.08
C 0.378 -4.637 0.735 -0.05 -0.02 -0.04
C 1.312 -5.624 0.457 -0.04 -0.04 0.04
C 1.398 -6.167 -0.820 0.01 0.00 0.03
C 0.539 -5.712 -1.810 -0.02 0.05 -0.01
C -0.405 -4.732 -1.525 0.00 -0.05 0.02
H -4.762 -0.942 -3.424 0.01 0.00 0.02
H -5.868 -3.051 -3.725 0.00 -0.03 0.01
H -5.153 -5.114 -2.433 0.01 -0.01 0.01
H -3.302 -4.911 -0.830 -0.05 0.00 -0.03
H -2.237 -5.398 1.504 0.02 0.00 -0.01
H -3.436 -5.867 3.593 -0.01 0.01 0.01
H -4.354 -4.007 4.954 0.01 0.00 -0.01
H -4.052 -1.665 4.179 0.00 -0.02 0.00
H -2.822 -1.204 2.102 0.02 0.02 -0.02
H 0.336 -4.204 1.729 -0.03 0.02 0.02
H 1.978 -5.969 1.240 -0.01 -0.01 -0.02
H 2.126 -6.941 -1.039 0.00 0.00 0.01
H 0.595 -6.124 -2.812 0.00 0.00 0.01
H -1.085 -4.379 -2.292 0.03 -0.01 0.00
C -0.535 -1.643 6.534 -0.03 -0.04 -0.06
N 0.286 -1.765 5.332 -0.09 -0.01 -0.02
C 0.164 -3.061 4.680 0.05 0.00 0.03
C 0.539 -0.660 4.565 0.05 0.09 0.17
S 0.462 -0.688 2.900 0.11 -0.22 -0.10
N 0.856 0.468 5.257 0.05 0.05 -0.05
C 1.579 0.403 6.518 0.01 0.02 0.01
C 0.999 1.731 4.548 -0.02 -0.01 0.03
H -1.511 -2.101 6.349 0.00 0.00 0.00
H -0.690 -0.598 6.783 -0.04 -0.02 0.00
H -0.069 -2.146 7.385 0.00 0.00 -0.01
H 0.188 -3.828 5.455 0.01 -0.01 0.01
H 1.000 -3.215 3.999 -0.04 0.00 0.01
H -0.764 -3.148 4.114 -0.10 -0.02 -0.08
H 1.695 -0.629 6.837 0.05 0.06 -0.01
H 1.061 0.961 7.302 0.00 0.00 0.00
H 2.573 0.842 6.389 0.00 0.01 -0.01
H 0.217 1.839 3.802 0.00 0.01 0.00
H 1.963 1.796 4.032 0.01 -0.01 0.00
H 0.927 2.539 5.276 0.00 0.00 -0.01
C 5.396 0.554 2.644 0.02 -0.02 0.00
C 4.613 1.232 1.570 -0.02 0.06 0.01
C 4.863 2.355 0.815 0.02 0.02 0.02
C 3.719 2.527 -0.002 0.09 -0.04 0.02
N 2.837 1.567 0.229 0.12 0.13 0.01
N 3.399 0.800 1.179 -0.09 -0.05 0.01
C 3.472 3.608 -1.002 -0.02 0.03 -0.04
H 6.397 0.979 2.699 -0.01 0.00 0.00
H 5.496 -0.517 2.453 -0.01 0.01 -0.01
H 4.925 0.678 3.622 -0.01 -0.01 0.00
H 5.744 2.976 0.852 -0.02 -0.01 -0.01
H 2.847 0.051 1.564 0.01 0.00 0.06
H 4.085 4.480 -0.770 0.00 -0.01 -0.01
H 2.425 3.906 -1.005 0.00 -0.02 0.01
H 3.723 3.276 -2.012 -0.02 -0.01 0.01

No. 2
16
Properties=species:S:1:pos:R:3:forces:R:3 method="wB97M-V/def2-TZVPD" orbital_gap_ev=10.9 charge=0 relative_energy_kj_mol=263.2 multiplicity=1 fmax_ev_per_a=2.5 smiles=C[C@H]1CCOC1 lumo_energy_ev=1.177
C 1.773 -0.053 -0.015 -0.06 -0.02 0.23
C 0.452 0.724 -0.069 -0.47 -0.30 1.02
C -0.477 0.268 -1.199 -0.09 -0.22 0.17
C -1.507 -0.487 -0.372 -0.39 0.26 -0.14
O -0.800 -1.215 0.624 0.17 0.18 0.09
C -0.415 -0.067 1.358 1.39 0.25 -0.28
H 2.362 -0.104 -0.945 -0.49 0.31 0.09
H 2.425 0.376 0.753 -0.03 -0.14 -0.03
H 1.523 -1.083 0.255 0.27 0.02 -0.02
H 0.652 1.811 -0.128 -0.40 -0.49 0.61
H -0.973 1.087 -1.740 0.25 -0.14 0.21
H -0.002 -0.389 -1.938 0.14 0.15 0.20
H -2.183 -1.143 -0.931 -0.14 0.33 0.37
H -1.867 0.360 0.277 -1.72 -0.79 -1.58
H -1.338 0.113 1.998 1.05 1.27 -1.06
H 0.379 -0.200 2.071 0.53 -0.67 0.12